No. 1
Here is C10H24ClI2OP2W as an isolated structure at a distorted geometry from the Open Molecules 2025 dataset. Energies are from ωB97M-V/def2-TZVPD.

Last column: Löwdin spin population.
Atoms and positions in Å:
1 I 2.05 -2.97 -2.17  0.869
2 I -1.39 -2.95 -1.26  0.113
3 W 0.28 -0.86 -1.30  0.733
4 P -0.11 0.63 -3.07  0.033
5 C -1.66 0.90 -3.93  -0.001
6 C 0.76 2.18 -3.36  0.019
7 H 1.85 -0.63 -3.78  0.005
8 H 0.71 -0.16 -5.06  0.001
9 H 0.37 -1.59 -4.03  0.002
10 C 0.79 -0.57 -4.05  0.010
11 H 1.76 2.12 -2.93  0.001
12 H 0.82 2.34 -4.44  0.001
13 H -1.45 1.19 -4.95  -0.001
14 H -2.22 1.71 -3.46  0.000
15 H 0.22 3.01 -2.90  0.000
16 H -2.31 0.03 -3.94  0.000
17 C -1.65 -0.04 -1.04  0.048
18 O -2.77 0.29 -0.86  0.045
19 Cl 2.32 0.14 -0.98  0.129
20 C -0.99 -2.62 2.51  -0.001
21 C -1.09 -1.12 2.49  -0.004
22 P -0.03 -0.23 1.27  -0.007
23 C -0.61 1.48 1.69  0.004
24 C -0.49 1.97 3.15  0.001
25 C 1.66 -0.50 1.97  0.002
26 C 1.89 -0.51 3.47  0.000
27 H -1.37 -3.10 1.60  0.000
28 H -1.56 -3.01 3.36  0.000
29 H 0.02 -3.04 2.67  0.000
30 H -2.12 -0.81 2.25  0.000
31 H -0.86 -0.70 3.47  -0.001
32 H -0.04 2.13 1.01  0.000
33 H -1.66 1.55 1.35  0.000
34 H 0.56 2.01 3.50  0.000
35 H -0.91 2.99 3.21  0.000
36 H -1.05 1.39 3.91  0.000
37 H 2.04 -1.42 1.48  -0.001
38 H 2.26 0.30 1.48  0.000
39 H 1.36 -1.26 4.06  0.000
40 H 2.93 -0.74 3.64  0.000
41 H 1.69 0.46 3.95  0.000

Output
HOMO (alpha / beta) (eV): -19.8 / -20.1
Frontier orbital gap (alpha / beta) (eV): 5.974 / 6.251
Total charge: +3
E (eV): -61904.11855
LUMO (alpha / beta) (eV): -13.8357 / -13.8897
2S+1: 3
Energy above the lowest of the compared OMol25 structures with the same formula, charge and spin (kcal per mole): 0.0

***

No. 2
Here is C10H24ClIIrN2O2P as an isolated structure at a distorted geometry from the Open Molecules 2025 dataset. Energies are from ωB97M-V/def2-TZVPD.

Last column: Löwdin spin population.
Atoms and positions in Å:
1 C -0.09 -3.03 -3.37  0.344
2 I 0.08 -2.61 -1.26  1.113
3 H -1.15 -3.12 -3.58  0.024
4 H 0.43 -4.00 -3.45  0.017
5 H 0.38 -2.24 -3.94  0.010
6 Ir 0.36 -0.11 -0.76  1.515
7 P -0.06 1.06 -2.55  0.071
8 C 1.36 1.44 -3.63  0.001
9 C -1.27 0.36 -3.69  0.034
10 H -1.54 2.61 -1.44  0.000
11 H -0.72 3.37 -2.87  0.004
12 H 0.17 3.13 -1.33  0.001
13 C -0.60 2.71 -2.00  0.024
14 H -2.22 0.23 -3.15  0.001
15 H -1.41 1.06 -4.53  0.005
16 H 1.02 2.09 -4.45  0.001
17 H 1.75 0.50 -4.03  0.000
18 H -0.92 -0.62 -4.05  0.001
19 H 2.13 1.95 -3.05  0.000
20 C 2.21 -0.06 -1.02  0.106
21 O 3.35 -0.04 -1.21  0.044
22 Cl -1.99 0.18 -0.35  0.257
23 C 0.99 1.65 1.57  0.075
24 N 0.42 0.82 2.61  0.023
25 C 0.53 1.36 3.97  0.006
26 C 0.09 -0.45 2.30  0.021
27 O 0.38 -0.95 1.15  0.223
28 N -0.57 -1.33 3.09  0.009
29 C -0.88 -1.27 4.51  0.002
30 C -1.01 -2.53 2.41  0.012
31 H 0.77 2.70 1.81  0.005
32 H 0.52 1.39 0.60  0.033
33 H 2.08 1.51 1.50  0.002
34 H -0.46 1.56 4.40  0.001
35 H 1.12 0.72 4.63  0.001
36 H 1.04 2.32 3.87  0.001
37 H -1.96 -1.39 4.64  0.001
38 H -0.37 -2.10 5.02  0.000
39 H -0.55 -0.33 4.95  0.000
40 H -1.65 -2.28 1.55  0.007
41 H -0.16 -3.12 2.05  0.004
42 H -1.59 -3.15 3.11  0.001

Output
HOMO (alpha / beta) (eV): -11.7 / -15.4
Frontier orbital gap (alpha / beta) (eV): 4.538 / 4.252
Total charge: +2
E (eV): -50565.09989
LUMO (alpha / beta) (eV): -7.1902 / -11.1132
2S+1: 5

***

No. 3
Here is C10H24ClIN2OPSSn as an isolated structure at a distorted geometry from the Open Molecules 2025 dataset. Energies are from ωB97M-V/def2-TZVPD.

Last column: Löwdin charge in e.
Atoms and positions in Å:
1 C 0.12 -5.01 -3.17  -0.441
2 I 0.68 -3.33 -1.95  0.811
3 H -0.96 -5.11 -3.11  0.022
4 H 0.62 -5.89 -2.76  0.031
5 H 0.45 -4.81 -4.19  0.025
6 Sn -0.07 -0.01 -0.09  0.487
7 P -0.16 1.42 -1.88  0.645
8 C 1.37 1.74 -2.78  -0.196
9 C -1.31 0.78 -3.13  -0.198
10 H -1.77 2.94 -0.94  0.053
11 H -0.94 3.65 -2.37  0.100
12 H -0.11 3.57 -0.79  0.079
13 C -0.81 3.06 -1.45  -0.191
14 H -2.28 0.60 -2.66  0.052
15 H -1.43 1.51 -3.94  0.100
16 H 1.17 2.41 -3.63  0.101
17 H 1.80 0.80 -3.15  0.075
18 H -0.94 -0.16 -3.54  0.065
19 H 2.11 2.21 -2.12  0.076
20 C 1.87 -0.27 -0.22  -0.250
21 O 2.96 -0.41 -0.32  0.337
22 Cl -2.37 0.33 0.25  0.219
23 C -2.52 0.17 3.51  -0.078
24 N -1.27 0.08 4.30  -0.147
25 C -1.47 0.08 5.75  -0.020
26 C 0.00 0.00 3.67  -0.580
27 S 0.01 0.00 2.12  0.811
28 N 1.29 -0.08 4.26  -0.143
29 C 1.64 -0.11 5.69  -0.018
30 C 2.51 -0.16 3.42  -0.066
31 H -3.43 0.22 4.13  0.120
32 H -2.61 -0.72 2.87  0.078
33 H -2.50 1.09 2.90  0.072
34 H -1.10 -0.87 6.17  0.117
35 H -0.99 0.97 6.18  0.117
36 H -2.53 0.14 6.05  0.116
37 H 2.17 -1.04 5.93  0.124
38 H 2.29 0.75 5.94  0.124
39 H 0.81 -0.05 6.40  0.071
40 H 2.47 -1.07 2.79  0.089
41 H 2.59 0.74 2.79  0.090
42 H 3.45 -0.22 4.02  0.124

Output
HOMO (alpha / beta) (eV): -18.2 / -18.2
Frontier orbital gap (alpha / beta) (eV): 4.903 / 4.903
Total charge: +3
E (eV): -62331.89493
LUMO (alpha / beta) (eV): -13.3177 / -13.3165
Energy above the lowest of the compared OMol25 structures with the same formula, charge and spin (kcal per mole): 83.4

***

No. 4
Here is C10H24F9N2O12SY as an isolated structure at a distorted geometry from the Open Molecules 2025 dataset. Energies are from ωB97M-V/def2-TZVPD.

Last column: Löwdin charge in e.
Atoms and positions in Å:
1 Y 0.78 -1.97 -1.26  1.627
2 C 7.76 -2.97 0.22  -0.738
3 F 7.63 -3.94 -0.64  0.148
4 F 7.23 -3.27 1.38  0.146
5 F 8.98 -2.59 0.34  0.171
6 S 6.69 -1.39 -0.41  0.481
7 O 5.41 -1.98 -0.87  -0.422
8 O 6.59 -0.48 0.70  -0.334
9 O 7.44 -0.89 -1.56  -0.355
10 C -4.17 1.32 -3.07  -0.457
11 O -4.12 1.98 -1.89  -0.088
12 O -3.10 0.42 -3.05  -0.058
13 C -5.72 0.93 -3.22  -0.463
14 F -6.17 0.13 -2.16  0.089
15 F -6.52 1.98 -3.30  0.162
16 F -5.81 0.17 -4.38  0.091
17 C -3.59 3.39 -1.90  -0.172
18 C -4.63 4.52 -2.00  -0.079
19 H -4.86 4.75 -3.04  0.071
20 H -5.57 4.29 -1.51  0.077
21 H -4.23 5.42 -1.53  0.074
22 H -2.94 3.59 -2.75  0.112
23 H -3.06 3.39 -0.95  0.117
24 H -3.92 2.03 -3.86  0.154
25 C 1.10 2.40 3.53  -0.327
26 O 2.11 3.32 3.07  -0.092
27 O 1.04 1.42 2.51  -0.046
28 C 1.28 1.94 5.06  -0.502
29 F 2.17 2.61 5.87  0.111
30 F 0.13 1.93 5.79  0.104
31 F 1.57 0.66 5.17  0.147
32 C 2.29 4.62 3.71  -0.254
33 C 3.21 5.49 2.88  -0.077
34 H 4.24 5.13 2.79  0.086
35 H 2.81 5.63 1.87  0.070
36 H 3.03 6.44 3.38  0.077
37 H 2.87 4.59 4.63  0.102
38 H 1.32 5.05 3.98  0.120
39 H 0.12 2.88 3.48  0.159
40 O -0.31 -5.70 -2.92  -0.081
41 H 0.22 -6.25 -3.50  0.034
42 H -1.22 -5.92 -3.13  0.035
43 O 1.83 1.80 -2.33  -0.077
44 H 1.80 2.46 -1.64  0.039
45 H 1.87 2.29 -3.15  0.036
46 O 2.02 -2.23 -4.94  -0.090
47 H 2.87 -2.61 -5.18  0.041
48 H 1.59 -2.06 -5.77  0.037
49 O 1.77 -4.60 1.31  -0.087
50 H 1.63 -4.61 2.26  0.042
51 H 2.02 -5.49 1.09  0.039
52 C -4.06 -4.69 1.22  -0.891
53 O -3.15 -3.97 0.88  0.023
54 N -4.04 -5.45 2.21  0.176
55 N -5.17 -4.77 0.61  0.179
56 H -3.25 -5.37 2.83  0.133
57 H -4.86 -5.98 2.49  0.123
58 H -5.82 -5.47 0.94  0.122
59 H -5.11 -4.30 -0.28  0.136

Output
HOMO (eV): -7.8
Frontier orbital gap (eV): 2.079
Total charge: 0
E (eV): -74629.60840
LUMO (eV): -5.7464

***

No. 5
Here is C10H24IO2P2Yb as an isolated structure at a distorted geometry from the Open Molecules 2025 dataset. Energies are from ωB97M-V/def2-TZVPD.

Last column: Löwdin spin population.
Atoms and positions in Å:
1 C 1.33 -1.47 -2.50  0.001
2 C 1.76 -1.26 -1.18  0.001
3 H 2.10 -2.04 -3.05  0.000
4 H 1.15 -0.52 -3.02  0.000
5 H 0.39 -2.05 -2.52  0.000
6 O 2.55 -1.38 -0.32  0.001
7 I -2.04 1.74 2.25  0.000
8 Yb -0.77 0.41 0.08  0.998
9 P -1.14 -2.21 0.70  -0.001
10 C -0.71 -2.80 2.37  0.000
11 C -2.97 -1.99 0.84  0.000
12 H -3.49 -2.97 0.82  0.000
13 H -1.57 -4.52 0.02  0.000
14 H -3.35 -1.38 -0.01  0.000
15 H -1.38 -3.41 -1.38  0.000
16 H -0.91 -1.99 3.10  0.000
17 H -3.23 -1.45 1.76  0.000
18 C -1.00 -3.67 -0.37  0.000
19 H -1.26 -3.70 2.66  0.000
20 H 0.06 -3.94 -0.47  0.000
21 H 0.37 -3.00 2.40  0.000
22 P 1.08 2.23 -0.74  -0.001
23 C 2.19 2.99 0.50  0.000
24 C 1.98 2.31 -2.31  0.000
25 H -1.09 3.13 -1.46  0.000
26 H 0.18 4.38 -1.55  0.000
27 H -0.55 3.91 0.03  0.000
28 C -0.21 3.54 -0.95  0.000
29 H 1.31 1.99 -3.13  0.000
30 H 2.35 3.32 -2.52  0.000
31 H 2.57 3.96 0.17  0.000
32 H 3.02 2.30 0.68  0.000
33 H 2.83 1.61 -2.27  0.000
34 H 1.64 3.10 1.45  0.000
35 C 1.13 0.03 1.85  -0.001
36 O 1.89 -0.07 2.70  0.000
37 C -1.68 0.13 -2.21  0.000
38 H -2.60 0.68 -1.94  0.001
39 H -1.21 0.66 -3.05  0.000
40 H -1.98 -0.88 -2.55  0.000

Output
HOMO (alpha / beta) (eV): -15.0 / -15.1
Frontier orbital gap (alpha / beta) (eV): 4.962 / 5.023
Total charge: +2
E (eV): -73045.45528
LUMO (alpha / beta) (eV): -10.0424 / -10.0324
2S+1: 2
Energy above the lowest of the compared OMol25 structures with the same formula, charge and spin (kcal per mole): 0.0

***

No. 6
Here is C10H24N2P as an isolated structure at a distorted geometry from the Open Molecules 2025 dataset. Energies are from ωB97M-V/def2-TZVPD.

Last column: Löwdin charge in e.
Atoms and positions in Å:
1 C -1.24 -1.02 0.15  -0.458
2 C -1.87 -1.77 -0.94  -0.001
3 C -3.72 0.92 -1.41  -0.087
4 C 3.89 1.66 0.35  -0.146
5 C 3.00 -1.81 -0.82  -0.134
6 C -1.14 0.66 1.91  -0.073
7 C -3.80 1.08 0.15  -0.242
8 C 4.07 0.28 -0.29  -0.274
9 C -3.39 -0.03 1.00  -0.159
10 C 2.75 -0.44 -0.21  -0.594
11 N -1.86 -0.20 0.97  -0.092
12 N 0.06 -1.15 0.19  0.026
13 P 1.89 -0.55 1.51  1.166
14 H -2.83 -1.24 -1.01  0.043
15 H -2.07 -2.89 -0.80  0.143
16 H -1.32 -1.52 -1.85  0.105
17 H -2.62 0.81 -1.66  0.089
18 H -4.55 0.19 -1.70  0.118
19 H -3.94 1.81 -1.85  0.027
20 H 4.40 1.65 1.33  0.060
21 H 4.59 2.56 0.06  0.115
22 H 2.85 2.09 0.54  0.075
23 H 2.05 -2.33 -1.11  0.069
24 H 3.58 -1.71 -1.78  0.113
25 H 3.54 -2.48 -0.24  0.054
26 H -0.65 0.04 2.66  0.063
27 H -0.35 1.38 1.38  0.122
28 H -1.92 1.25 2.38  0.082
29 H -4.93 1.18 0.28  0.141
30 H -3.24 2.01 0.45  0.131
31 H 4.89 -0.22 0.26  0.132
32 H 4.39 0.38 -1.23  0.068
33 H -3.69 0.16 2.08  0.149
34 H -3.69 -1.03 0.74  0.116
35 H 2.07 0.06 -0.75  0.047
36 H 0.40 -1.93 -0.52  0.114
37 H 1.99 -1.90 1.47  -0.108

Output
HOMO (eV): -13.1
Frontier orbital gap (eV): 8.632
Total charge: +1
E (eV): -23018.63281
LUMO (eV): -4.4771
Energy above the lowest of the compared OMol25 structures with the same formula, charge and spin (kcal per mole): 98.3